Record 1
The following is a quantum chemistry calculation of a molecular structure, C4H3LiOPd in a non-equilibrium geometry, from the Open Molecules 2025 dataset.

```
10
C4H3LiOPd (ωB97M-V with the def2-TZVPD basis set)
H -1.223 -2.945 0.945
H 1.000 0.108 -2.023
O 0.574 1.944 0.672
C -0.763 -1.984 1.124
Li -1.020 -1.019 -0.488
C -0.157 -0.935 1.321
H 0.091 2.206 -1.437
C 0.657 1.620 -0.537
Pd 0.484 0.529 1.639
C 0.356 0.475 -1.216
```

Its HOMO energy (alpha / beta) is -0.45061 / -0.52343 hartree. The LUMO energy (alpha / beta) comes out at -4.0072 / -7.5235 eV. The net charge is +1. The value obtained for the energy above the lowest of the compared OMol25 structures with the same formula, charge and spin is 0.00 kcal/mol. Its multiplicity is 4. For the frontier orbital gap (alpha / beta), the calculation gives 8.255 / 6.720 eV.

Record 2
The following is a quantum chemistry calculation of 13 unconnected molecules or ions with the total composition C28H70N12O13 in a non-equilibrium geometry, from the Open Molecules 2025 dataset.

```
123
C28H70N12O13 (ωB97M-V with the def2-TZVPD basis set)
H -14.634 2.168 -4.319
C -20.324 1.705 -4.068
H -14.881 4.413 1.482
N -20.056 -2.801 1.553
C -22.132 5.106 2.558
H -22.951 5.593 3.071
C -21.928 2.232 4.869
H -18.637 1.933 -2.864
H -27.618 2.761 2.913
O -20.183 2.799 0.501
C -23.585 2.931 -1.054
H -16.807 -0.369 4.590
H -19.759 4.835 1.907
H -14.504 3.191 2.650
C -16.009 1.216 -3.218
O -22.730 -1.079 1.602
C -19.204 -2.857 0.514
H -20.735 4.877 -0.800
H -18.089 1.427 5.434
C -24.011 -3.158 1.514
C -19.772 2.777 -5.013
C -23.818 -1.745 1.784
C -20.436 2.270 4.677
H -25.506 2.476 -1.833
H -17.205 -2.479 1.223
O -21.410 1.251 -4.352
O -24.811 1.749 2.360
C -18.975 5.354 -2.546
O -20.860 5.842 -3.785
H -22.158 4.026 2.557
O -19.510 -2.386 -0.570
H -18.815 5.265 3.375
H -17.142 -0.646 -3.211
O -23.665 -2.234 5.157
H -15.553 -0.875 -2.610
C -22.420 -1.151 -2.102
N -24.821 -1.068 2.388
H -21.828 -0.712 -2.916
O -16.368 1.757 2.290
O -19.927 0.946 4.785
H -22.031 -1.221 3.513
H -23.544 -0.486 7.061
H -17.277 4.383 0.665
H -23.379 -0.167 -4.388
C -16.196 2.790 1.681
H -22.083 -2.202 -1.972
C -17.167 3.301 0.645
C -25.504 2.745 2.643
H -25.356 1.998 -0.152
H -18.128 1.471 3.693
C -20.675 1.708 0.823
N -25.267 3.915 2.001
H -22.046 1.657 5.792
N -14.892 1.255 -3.936
N -21.736 -1.211 4.476
C -24.823 2.052 -1.089
H -26.751 1.819 4.205
H -25.030 -3.472 1.488
H -21.751 -0.145 6.746
H -20.158 3.716 -4.672
C -17.803 -3.333 0.872
H -16.795 -0.012 -1.645
N -24.080 -0.535 -3.772
H -21.054 -0.460 4.592
C -22.566 -0.864 6.747
N -22.665 2.664 -1.990
N -15.161 3.665 2.070
C -17.906 -0.413 4.420
H -18.769 4.952 -3.545
H -23.456 -3.481 0.648
C -20.462 5.481 -2.662
H -18.123 2.833 0.765
H -22.363 0.778 1.464
H -26.798 3.615 4.204
H -22.231 3.304 4.926
N -19.525 1.503 -3.000
H -18.183 -0.801 3.453
H -24.548 1.028 -1.410
H -22.257 5.413 -1.400
N -21.240 5.345 -1.554
H -22.588 2.381 1.232
H -25.604 -1.542 2.890
H -21.979 3.424 -2.058
H -22.201 -0.594 -1.219
H -18.794 0.840 0.932
H -17.977 -3.862 1.804
H -17.286 -3.916 0.141
H -18.625 2.862 -4.940
H -20.000 2.647 -6.056
C -19.810 0.452 0.877
H -16.768 3.154 -0.348
O -20.984 6.068 4.504
H -24.718 -0.075 2.569
H -22.402 1.783 4.004
H -24.488 3.948 1.389
H -14.149 0.566 -3.862
C -22.713 -1.483 5.398
C -20.913 5.530 3.364
O -24.795 -1.418 -1.872
N -19.697 5.218 2.862
H -18.650 6.365 -2.238
H -19.928 2.945 5.374
C -23.839 -1.101 -2.550
H -20.035 -0.073 1.850
O -16.755 2.201 -3.089
H -20.066 2.506 3.667
C -18.499 0.967 4.592
H -21.002 -2.469 1.442
C -16.366 -0.157 -2.629
H -25.012 -0.753 -4.144
H -25.653 4.773 2.386
N -21.967 1.610 1.159
H -18.689 4.650 -1.792
H -19.845 0.867 -2.276
H -22.808 2.085 -2.803
H -19.959 -0.267 0.035
H -23.535 -3.665 2.371
C -26.730 2.713 3.544
O -23.464 3.874 -0.254
H -19.621 -3.177 2.357
H -21.961 5.462 1.522
H -18.309 -1.093 5.198
H -22.142 -1.604 7.425
```

Its HOMO energy is -0.34026 hartree. The LUMO energy comes out at 0.2850 eV. For the frontier orbital gap, the calculation gives 9.544 eV.

Record 3
The following is a quantum chemistry calculation of a single C4H8O2 molecule in a non-equilibrium geometry, from the Open Molecules 2025 dataset.

```
14
C4H8O2 (ωB97M-V with the def2-TZVPD basis set)
C -1.538 0.847 0.140
H 0.424 1.256 -0.910
C 1.769 -0.329 0.670
H -2.026 1.453 -0.632
O 0.722 0.554 0.991
C -0.064 0.610 -0.155
H -1.792 1.214 1.138
H 2.321 -0.579 1.579
O -1.860 -0.533 -0.023
H 1.251 -1.172 0.188
H -0.343 -1.848 -0.442
C -0.630 -0.804 -0.682
H 2.448 0.100 -0.082
H -0.683 -0.769 -1.779
```

Its HOMO energy is -0.35851 hartree. The LUMO energy comes out at 1.0409 eV. The value obtained for the energy above the lowest of the compared OMol25 structures with the same formula, charge and spin is 70.32 kcal/mol. As for the SMILES: COC1COC1. For the frontier orbital gap, the calculation gives 10.796 eV.

Record 4
The following is a quantum chemistry calculation of a molecular structure, C5H6BrINO4Pt in a non-equilibrium geometry, from the Open Molecules 2025 dataset.

```
19
C5H6BrINO4Pt (ωB97M-V with the def2-TZVPD basis set)
O 2.194 0.122 2.478
I 0.581 1.365 -3.536
H -2.231 -1.444 1.712
H -1.802 0.392 1.396
Br -1.877 -0.892 -1.535
Pt -1.977 -1.247 -4.090
H 1.588 -1.467 0.473
O 1.012 2.363 -1.834
N 1.241 0.669 0.057
H -0.567 -0.814 2.335
H -0.629 -2.411 0.154
O 1.273 2.276 1.892
C 0.390 1.678 -0.652
H 1.177 -1.028 -1.313
C 1.576 1.015 1.479
C -1.349 -0.685 1.444
C -0.650 -1.220 0.063
O -0.840 2.087 -0.334
C 0.891 -0.759 -0.188
```

Its HOMO energy is -0.44821 hartree. The LUMO energy comes out at -9.9877 eV. The net charge is +1. For the frontier orbital gap, the calculation gives 2.209 eV.

Record 5
The following is a quantum chemistry calculation of a single C3H6N2O molecule in a non-equilibrium geometry, from the Open Molecules 2025 dataset.

```
12
C3H6N2O (ωB97M-V with the def2-TZVPD basis set)
H 0.978 -1.257 1.349
O -2.758 0.111 0.013
N -1.940 -0.843 -0.220
C 1.026 0.356 -0.219
H -0.883 1.416 -0.643
H 1.273 -1.688 -0.714
H 1.601 0.535 -1.327
H -0.721 1.221 1.119
N -0.728 -0.603 -0.057
C -0.350 0.874 0.052
H 1.707 0.944 0.517
C 0.796 -1.066 0.129
```

Its HOMO energy is -0.32248 hartree. The LUMO energy comes out at 0.6336 eV. The value obtained for the energy above the lowest of the compared OMol25 structures with the same formula, charge and spin is 149.03 kcal/mol. As for the SMILES: O=NN1CCC1. For the frontier orbital gap, the calculation gives 9.409 eV.